Entry 1:
A molecular structure, C2H2HgO2. Source: the Open Molecules 2025 dataset; level of theory: ωB97M-V/def2-TZVPD.

Calculated values
gap between HOMO and LUMO (spin up / spin down): 5.91 / 7.68 eV
expectation value of S²: 0.76
HOMO energy (spin up / spin down): -14.02 / -15.75 eV
strongest force on any atom: 4.5 eV Å⁻¹
total charge: +1
relative energy (zero: lowest compared OMol25 entry of this formula, charge and spin): 99.7 kJ/mol
multiplicity: 2
DFT total energy: -10363.2628 eV

Positions of all 7 atoms, in Å:
1 H -2.137 -0.222 -0.897
2 O 0.232 -1.304 0.409
3 C -1.030 -1.051 0.268
4 C -1.388 0.291 -0.114
5 O -0.476 1.106 -0.430
6 H -1.772 -1.633 0.835
7 Hg 1.393 0.350 0.165



Entry 2:
3 unconnected molecules or ions with the total composition C2H2I2NO. Source: the Open Molecules 2025 dataset; level of theory: ωB97M-V/def2-TZVPD.

Calculated values
gap between HOMO and LUMO (spin up / spin down): 5.00 / 4.78 eV
HOMO energy (spin up / spin down): -3.28 / -3.28 eV
strongest force on any atom: 4.2 eV Å⁻¹
total charge: -1
relative energy (zero: lowest compared OMol25 entry of this formula, charge and spin): 195.2 kJ/mol
DFT total energy: -21842.2093 eV

Positions of all 8 atoms, in Å:
1 C 0.410 0.399 -0.476
2 C -0.412 1.140 0.238
3 N 0.674 -1.088 -1.970
4 O -0.252 -1.443 -2.620
5 I -0.619 -2.728 3.213
6 I 0.356 2.362 1.789
7 H 1.378 0.216 -0.253
8 H -1.536 1.141 0.079



Entry 3:
2 unconnected molecules or ions with the total composition C2H2I2NO. Source: the Open Molecules 2025 dataset; level of theory: ωB97M-V/def2-TZVPD.

Calculated values
gap between HOMO and LUMO (spin up / spin down): 5.00 / 6.10 eV
expectation value of S²: 2.02
HOMO energy (spin up / spin down): -2.11 / -4.83 eV
strongest force on any atom: 7.0 eV Å⁻¹
total charge: -1
relative energy (zero: lowest compared OMol25 entry of this formula, charge and spin): 366.5 kJ/mol
multiplicity: 3
DFT total energy: -21839.4991 eV

Positions of all 8 atoms, in Å:
1 C 0.415 0.683 0.982
2 C 0.111 -0.280 -0.045
3 N 0.470 1.151 -0.194
4 O 0.785 2.155 -0.851
5 I -2.898 -1.930 -0.973
6 I 1.726 -1.582 -0.774
7 H 0.625 0.793 1.993
8 H -1.234 -0.990 -0.140



Entry 4:
A molecular structure, C2H2I3O3S. Source: the Open Molecules 2025 dataset; level of theory: ωB97M-V/def2-TZVPD.

Calculated values
gap between HOMO and LUMO (spin up / spin down): 6.29 / 4.98 eV
HOMO energy (spin up / spin down): -5.22 / -4.51 eV
strongest force on any atom: 3.1 eV Å⁻¹
total charge: -1
relative energy (zero: lowest compared OMol25 entry of this formula, charge and spin): 207.4 kJ/mol
DFT total energy: -43385.9340 eV

Positions of all 11 atoms, in Å:
1 C 0.776 -0.417 -1.016
2 C -0.133 0.382 -0.300
3 O 0.947 0.618 1.630
4 O -1.399 1.357 1.811
5 O -0.780 -1.008 2.110
6 S -0.510 0.263 1.504
7 I 2.848 0.267 -1.275
8 I -2.581 -1.791 -0.690
9 I -0.661 2.154 -1.132
10 H 1.014 -1.333 -0.520
11 H 0.479 -0.492 -2.122



Entry 5:
A single C2H2INO2 molecule. Source: the Open Molecules 2025 dataset; level of theory: ωB97M-V/def2-TZVPD.

Calculated values
gap between HOMO and LUMO: 10.18 eV
HOMO energy: -10.00 eV
strongest force on any atom: 0.8 eV Å⁻¹
SMILES string: NC(=O)C(=O)I
relative energy (zero: lowest compared OMol25 entry of this formula, charge and spin): 0.0 kJ/mol
DFT total energy: -15792.1117 eV

Positions of all 8 atoms, in Å:
1 N 1.138 -0.512 -0.052
2 C 0.193 0.337 -0.489
3 O 0.190 0.908 -1.547
4 C -0.955 0.518 0.492
5 O -1.084 1.309 1.355
6 I -2.514 -0.917 0.031
7 H 1.101 -0.946 0.854
8 H 1.931 -0.698 -0.645



Entry 6:
A molecular structure, C2H2LiO2Rb. Source: the Open Molecules 2025 dataset; level of theory: ωB97M-V/def2-TZVPD.

Calculated values
gap between HOMO and LUMO: 3.19 eV
HOMO energy: -4.48 eV
strongest force on any atom: 1.4 eV Å⁻¹
relative energy (zero: lowest compared OMol25 entry of this formula, charge and spin): 0.0 kJ/mol
DFT total energy: -7059.0516 eV

Positions of all 8 atoms, in Å:
1 O 1.773 0.603 0.975
2 C 1.332 1.797 0.940
3 C -0.192 1.759 0.724
4 O -0.772 0.494 0.816
5 Rb -0.945 -1.287 -1.661
6 Li 0.390 -0.384 1.927
7 H -0.324 2.409 -0.170
8 H -0.683 2.450 1.445



Entry 7:
A molecular structure, C2H2LiO2Tl. Source: the Open Molecules 2025 dataset; level of theory: ωB97M-V/def2-TZVPD.

Calculated values
gap between HOMO and LUMO (spin up / spin down): 7.50 / 7.99 eV
HOMO energy (spin up / spin down): -18.95 / -20.24 eV
strongest force on any atom: 6.8 eV Å⁻¹
total charge: +2
relative energy (zero: lowest compared OMol25 entry of this formula, charge and spin): 184.1 kJ/mol
DFT total energy: -11077.0870 eV

Positions of all 8 atoms, in Å:
1 H 9.583 1.340 0.589
2 O 5.895 1.225 0.153
3 C 5.431 0.113 -0.081
4 C 6.531 -0.988 -0.216
5 O 7.701 -0.666 -0.226
6 Tl 3.365 -0.216 0.211
7 Li 7.925 1.371 -0.052
8 H 6.219 -2.049 -0.257



Entry 8:
A molecular structure, C2H2LiO2Yb. Source: the Open Molecules 2025 dataset; level of theory: ωB97M-V/def2-TZVPD.

Calculated values
gap between HOMO and LUMO (spin up / spin down): 8.24 / 7.31 eV
expectation value of S²: 0.76
HOMO energy (spin up / spin down): -18.23 / -18.05 eV
strongest force on any atom: 6.2 eV Å⁻¹
total charge: +2
relative energy (zero: lowest compared OMol25 entry of this formula, charge and spin): 304.8 kJ/mol
multiplicity: 2
DFT total energy: -37914.7318 eV

Positions of all 8 atoms, in Å:
1 C -0.487 1.741 0.911
2 C -1.103 0.499 1.254
3 O -0.459 -0.563 0.703
4 O 0.738 1.734 0.441
5 H -2.199 0.412 1.379
6 Yb -0.307 1.588 -1.676
7 Li 1.337 -0.066 1.233
8 H -1.243 1.653 2.111



Entry 9:
A molecular structure, C2H2MgO2. Source: the Open Molecules 2025 dataset; level of theory: ωB97M-V/def2-TZVPD.

Calculated values
gap between HOMO and LUMO (spin up / spin down): 5.15 / 6.98 eV
expectation value of S²: 0.75
HOMO energy (spin up / spin down): -1.43 / -3.35 eV
strongest force on any atom: 2.0 eV Å⁻¹
total charge: -1
multiplicity: 2
DFT total energy: -11642.8386 eV

Positions of all 7 atoms, in Å:
1 H 1.102 0.900 -1.145
2 C 0.490 0.410 -0.371
3 C -0.755 0.690 0.030
4 H -1.196 1.555 -0.480
5 O 1.111 -0.847 -0.135
6 O 0.594 -1.564 0.989
7 Mg -1.345 -1.144 1.111



Entry 10:
2 unconnected molecules or ions with the total composition C2H2N2. Source: the Open Molecules 2025 dataset; level of theory: ωB97M-V/def2-TZVPD.

Calculated values
gap between HOMO and LUMO: 12.99 eV
HOMO energy: -11.92 eV
strongest force on any atom: 3.8 eV Å⁻¹
SMILES string: C#N.C#N
relative energy (zero: lowest compared OMol25 entry of this formula, charge and spin): 67.8 kJ/mol
DFT total energy: -5084.4831 eV

Positions of all 6 atoms, in Å:
1 C 1.760 -0.346 -0.027
2 N 0.986 0.488 0.007
3 H 2.200 -1.226 0.089
4 C -1.540 0.373 -0.027
5 N -1.899 -0.689 0.048
6 H -1.507 1.399 -0.090



Entry 11:
A single C2H2N2 molecule. Source: the Open Molecules 2025 dataset; level of theory: ωB97M-V/def2-TZVPD.

Calculated values
gap between HOMO and LUMO: 10.15 eV
HOMO energy: -9.56 eV
strongest force on any atom: 5.6 eV Å⁻¹
SMILES string: [H]/N=c1/cn1
relative energy (zero: lowest compared OMol25 entry of this formula, charge and spin): 199.0 kJ/mol
DFT total energy: -5083.1229 eV

Positions of all 6 atoms, in Å:
1 H 0.811 2.008 -0.641
2 N 0.606 1.311 0.312
3 C 0.047 0.263 0.019
4 C -0.380 -1.008 0.292
5 N -0.635 -0.658 -0.919
6 H -0.449 -1.917 0.937



Entry 12:
2 unconnected molecules or ions with the total composition C2H2N2. Source: the Open Molecules 2025 dataset; level of theory: ωB97M-V/def2-TZVPD.

Calculated values
gap between HOMO and LUMO: 13.28 eV
HOMO energy: -12.59 eV
strongest force on any atom: 2.8 eV Å⁻¹
SMILES string: C#N.C#N
relative energy (zero: lowest compared OMol25 entry of this formula, charge and spin): 51.8 kJ/mol
DFT total energy: -5084.6484 eV

Positions of all 6 atoms, in Å:
1 C -1.105 2.634 0.492
2 N -0.779 3.728 0.357
3 H -1.192 1.494 0.705
4 C -1.535 -1.603 0.468
5 N -0.500 -1.346 0.061
6 H -2.364 -2.123 0.893



Entry 13:
2 unconnected molecules or ions with the total composition C2H2N2O. Source: the Open Molecules 2025 dataset; level of theory: ωB97M-V/def2-TZVPD.

Calculated values
gap between HOMO and LUMO: 10.42 eV
HOMO energy: -9.55 eV
strongest force on any atom: 4.6 eV Å⁻¹
SMILES string: C=C=O.N#N
relative energy (zero: lowest compared OMol25 entry of this formula, charge and spin): 36.0 kJ/mol
DFT total energy: -7133.4704 eV

Positions of all 7 atoms, in Å:
1 C -0.596 0.245 0.766
2 C -0.977 0.458 -0.407
3 O -1.249 0.492 -1.533
4 H -1.019 -0.743 1.180
5 H -0.252 1.106 1.299
6 N 2.351 -0.413 -0.934
7 N 1.742 -1.145 -0.370



Entry 14:
A molecular structure, C2H2N2O. Source: the Open Molecules 2025 dataset; level of theory: ωB97M-V/def2-TZVPD.

Calculated values
gap between HOMO and LUMO: 10.55 eV
HOMO energy: -10.11 eV
strongest force on any atom: 5.3 eV Å⁻¹
relative energy (zero: lowest compared OMol25 entry of this formula, charge and spin): 351.2 kJ/mol
DFT total energy: -7130.2038 eV

Positions of all 7 atoms, in Å:
1 C -0.882 1.464 0.042
2 N -0.836 0.234 0.172
3 N 1.343 -1.716 -0.289
4 C 0.984 -0.629 -0.480
5 O -0.589 2.543 -0.336
6 H 1.582 -2.676 -0.158
7 H -1.602 0.780 1.048



Entry 15:
A single C2H2N2O molecule. Source: the Open Molecules 2025 dataset; level of theory: ωB97M-V/def2-TZVPD.

Calculated values
gap between HOMO and LUMO: 8.68 eV
HOMO energy: -9.53 eV
strongest force on any atom: 3.2 eV Å⁻¹
SMILES string: N#CCN=O
relative energy (zero: lowest compared OMol25 entry of this formula, charge and spin): 358.7 kJ/mol
DFT total energy: -7130.1261 eV

Positions of all 7 atoms, in Å:
1 N 0.892 -2.457 -0.428
2 C 0.753 -1.412 -0.871
3 C 0.393 -0.111 -1.367
4 N 1.563 1.160 -0.969
5 O 1.239 2.277 -0.727
6 H 0.305 -0.123 -2.541
7 H -0.472 0.350 -0.912



Entry 16:
A single C2H2N2O molecule. Source: the Open Molecules 2025 dataset; level of theory: ωB97M-V/def2-TZVPD.

Calculated values
gap between HOMO and LUMO: 12.07 eV
HOMO energy: -11.16 eV
strongest force on any atom: 3.6 eV Å⁻¹
SMILES string: c1ncon1
relative energy (zero: lowest compared OMol25 entry of this formula, charge and spin): 167.9 kJ/mol
DFT total energy: -7132.1035 eV

Positions of all 7 atoms, in Å:
1 C -0.567 0.612 -0.598
2 N -0.966 -0.213 0.424
3 C 0.239 -0.709 0.765
4 O 1.235 -0.163 0.043
5 N 0.639 0.612 -0.949
6 H -1.041 1.296 -1.191
7 H 0.461 -1.435 1.506



Entry 17:
A single C2H2N2O molecule. Source: the Open Molecules 2025 dataset; level of theory: ωB97M-V/def2-TZVPD.

Calculated values
gap between HOMO and LUMO (spin up / spin down): 8.28 / 8.22 eV
HOMO energy (spin up / spin down): -9.00 / -9.00 eV
strongest force on any atom: 3.0 eV Å⁻¹
relative energy (zero: lowest compared OMol25 entry of this formula, charge and spin): 413.0 kJ/mol
DFT total energy: -7129.5633 eV

Positions of all 7 atoms, in Å:
1 C 0.634 -0.177 -0.260
2 C 1.884 -0.015 -0.084
3 N -0.649 -0.135 -0.017
4 N -1.443 0.832 -0.074
5 O 3.045 -0.217 -0.008
6 H -1.078 -1.016 0.205
7 H -2.394 0.728 0.239



Entry 18:
A single C2H2N2O molecule. Source: the Open Molecules 2025 dataset; level of theory: ωB97M-V/def2-TZVPD.

Calculated values
gap between HOMO and LUMO: 11.54 eV
HOMO energy: -11.08 eV
strongest force on any atom: 5.5 eV Å⁻¹
SMILES string: c1cnon1
relative energy (zero: lowest compared OMol25 entry of this formula, charge and spin): 335.5 kJ/mol
DFT total energy: -7130.3661 eV

Positions of all 7 atoms, in Å:
1 C -0.639 0.358 -0.441
2 C -0.292 -0.318 0.677
3 N 0.924 -0.724 0.623
4 O 1.490 -0.257 -0.505
5 N 0.543 0.552 -1.098
6 H -1.531 0.841 -0.966
7 H -0.494 -0.451 1.710



Entry 19:
A single C2H2N2O molecule. Source: the Open Molecules 2025 dataset; level of theory: ωB97M-V/def2-TZVPD.

Calculated values
gap between HOMO and LUMO: 9.83 eV
HOMO energy: -9.67 eV
strongest force on any atom: 0.6 eV Å⁻¹
relative energy (zero: lowest compared OMol25 entry of this formula, charge and spin): 312.5 kJ/mol
DFT total energy: -7130.6044 eV

Positions of all 7 atoms, in Å:
1 O 0.693 2.259 0.280
2 C -0.165 1.417 0.339
3 C 0.030 0.077 0.907
4 N 0.300 -0.939 0.341
5 N 0.637 -2.007 -0.171
6 H -1.199 1.577 -0.023
7 H -0.218 -2.457 -0.513



Entry 20:
2 unconnected molecules or ions with the total composition C2H2N2O. Source: the Open Molecules 2025 dataset; level of theory: ωB97M-V/def2-TZVPD.

Calculated values
gap between HOMO and LUMO (spin up / spin down): 5.44 / 7.93 eV
expectation value of S²: 2.00
HOMO energy (spin up / spin down): -4.25 / -10.85 eV
strongest force on any atom: 13.5 eV Å⁻¹
relative energy (zero: lowest compared OMol25 entry of this formula, charge and spin): 401.9 kJ/mol
multiplicity: 3
DFT total energy: -7126.2082 eV

Positions of all 7 atoms, in Å:
1 C 0.842 -1.041 -0.288
2 C 1.094 0.106 -0.138
3 N -2.356 -0.102 -0.168
4 N -1.579 -0.018 0.598
5 O 1.157 1.428 -0.097
6 H 0.535 -2.038 -0.096
7 H 0.307 1.664 0.190